26
Properties=species:S:1:pos:R:3 method="wB97M-V/def2-TZVPD" smiles="CCN(C)C(C)=O.CC" gap_ev=9.77 total_energy_ha=-406.82396 homo_energy_ev=-8.9024 de_lowest_kj_mol=279.3
C -1.932 2.377 0.870
C -3.290 1.679 1.154
H -1.293 1.658 0.370
H -2.029 3.292 0.291
H -1.514 2.666 1.833
H -3.682 1.419 0.159
H -3.941 2.544 1.356
H -3.336 0.824 1.807
C -0.661 -1.010 -0.717
C -1.081 -0.560 -2.131
C 1.839 -0.661 -1.622
C 2.656 -1.123 1.166
C 1.393 -0.445 0.653
O 0.776 0.220 1.466
N 0.871 -0.876 -0.544
H -0.986 -0.231 -0.030
H -0.677 -2.063 -0.554
H -0.329 -0.207 -2.810
H -1.947 0.086 -2.226
H 2.594 -1.426 -1.723
H 2.643 -1.121 2.301
H -1.571 -1.427 -2.542
H 1.323 -0.474 -2.546
H 2.511 0.215 -1.419
H 2.843 -2.080 0.647
H 3.530 -0.470 1.229

47
Properties=species:S:1:pos:R:3 method="wB97M-V/def2-TZVPD" gap_ev="7.87 / 6.45" total_energy_ha=-2457.43933 multiplicity=3 homo_energy_ev="-8.7051 / -8.6788"
Pt -0.123 -0.066 0.248
Cl -1.699 -6.293 -3.161
C -1.613 -4.712 -2.449
C -2.473 -3.707 -2.914
C -2.433 -2.453 -2.369
Cl -3.493 -1.231 -2.974
C -1.538 -2.118 -1.318
O -1.571 -0.910 -0.852
C -0.683 -3.155 -0.860
C 0.246 -3.013 0.218
O 0.372 -2.062 1.004
C -0.724 -4.440 -1.451
H -3.165 -3.919 -3.717
H 0.900 -3.875 0.394
H -0.052 -5.210 -1.095
F 3.261 -1.224 -0.914
B 2.749 -0.366 -1.886
F 2.584 -0.974 -3.094
F 3.414 0.831 -1.921
F 1.357 -0.033 -1.383
C -1.215 5.506 4.977
C -0.095 5.994 4.072
N 0.383 4.959 3.152
C 0.040 5.107 1.742
C -1.431 4.862 1.445
C 1.223 4.032 3.668
O 1.629 4.075 4.819
C 1.688 2.897 2.794
C 3.044 2.591 2.750
C 3.464 1.512 1.999
C 2.527 0.747 1.326
N 1.219 1.022 1.399
C 0.809 2.074 2.122
H -1.547 6.313 5.630
H -0.865 4.686 5.601
H -2.072 5.164 4.396
H 0.750 6.328 4.675
H -0.427 6.833 3.459
H 0.671 4.447 1.151
H 0.307 6.126 1.446
H -1.752 3.878 1.787
H -1.614 4.929 0.372
H -2.062 5.603 1.937
H 3.742 3.204 3.304
H 4.508 1.249 1.917
H 2.819 -0.098 0.713
H -0.259 2.241 2.158

19
Properties=species:S:1:pos:R:3 method="wB97M-V/def2-TZVPD" smiles="C=C/C(C)=C/C.O" gap_ev=9.35 total_energy_ha=-310.93124 homo_energy_ev=-8.6492 de_lowest_kj_mol=336.2
C -1.181 1.472 0.539
C -0.197 2.322 0.993
C -0.177 -0.668 0.893
C -0.624 0.204 -0.065
C -1.390 -0.372 -1.282
C 0.452 -2.015 0.551
H -2.101 1.925 0.185
H 0.737 1.866 1.243
H -0.463 3.293 1.327
H 0.280 -0.156 1.725
H -1.756 -1.261 -0.875
H -2.216 0.221 -1.780
H -0.750 -0.824 -2.138
H 0.897 -2.473 1.390
H -0.393 -2.484 0.015
H 1.387 -2.099 -0.095
H 3.271 0.324 -0.560
H 1.684 0.606 -0.905
O 2.540 0.121 -1.162

52
Properties=species:S:1:pos:R:3 method="wB97M-V/def2-TZVPD" gap_ev="8.41 / 5.12" total_energy_ha=-2558.34924 multiplicity=5 charge=+3 homo_energy_ev="-16.8308 / -16.8950" de_lowest_kj_mol=0.0
Pt 1.682 0.399 1.948
I 3.785 0.354 3.952
C 4.354 2.191 3.065
I 2.773 2.844 1.812
H 5.227 2.027 2.444
H 4.517 2.934 3.838
N -3.838 1.987 -4.643
C -3.200 2.040 -3.489
C -3.924 1.856 -2.264
C -3.263 1.977 -1.076
C -1.885 2.263 -1.074
C -1.149 2.418 -2.261
C -1.790 2.306 -3.464
S -1.121 2.721 0.480
O -2.173 3.316 1.247
O 0.094 3.402 0.168
N -0.619 1.335 1.224
C -1.043 1.033 2.417
S -2.444 1.548 3.353
C -1.938 0.550 4.610
C -0.714 -0.084 4.324
N -0.230 0.178 3.127
H -4.837 1.821 -4.692
H -3.361 2.130 -5.526
H -4.988 1.660 -2.296
H -3.804 1.903 -0.144
H -0.100 2.672 -2.217
H -1.259 2.450 -4.396
H -2.497 0.469 5.532
H -0.192 -0.731 5.015
C -0.726 -3.108 -1.690
C 0.780 -3.187 -1.543
N 1.292 -2.225 -0.548
C 1.525 -0.862 -1.041
C 3.001 -0.501 -1.101
C 1.487 -2.556 0.721
C 1.403 -4.002 1.129
N 1.793 -1.666 1.649
H -1.068 -3.822 -2.438
H -1.041 -2.112 -2.007
H -1.227 -3.343 -0.749
H 1.281 -2.951 -2.483
H 1.101 -4.189 -1.277
H 0.944 -0.146 -0.449
H 1.098 -0.830 -2.043
H 3.450 -0.427 -0.109
H 3.134 0.454 -1.608
H 3.558 -1.255 -1.656
H 2.048 -4.625 0.512
H 0.380 -4.366 1.029
H 1.706 -4.118 2.166
H 2.020 -2.133 2.517

89
Properties=species:S:1:pos:R:3 method="wB97M-V/def2-TZVPD" gap_ev=6.44 total_energy_ha=-4425.84118 charge=-1 homo_energy_ev=-4.9801 de_lowest_kj_mol=0.0
C 3.734 -3.265 -0.682
C 3.164 -3.242 0.744
C 1.700 -2.827 0.850
C 0.675 -3.862 0.381
C 0.478 -4.005 -1.132
C 0.302 -2.671 -1.875
C -0.632 -2.772 -3.093
C -1.654 -1.621 -3.217
C -2.452 -1.341 -1.944
C -2.771 0.147 -1.691
Nb -0.999 1.447 -1.207
Br 1.263 2.712 -0.819
C -1.005 2.103 -3.397
C -1.610 3.494 -3.645
C -0.767 4.657 -3.145
C -1.039 0.357 0.785
C -0.142 0.932 1.905
C 1.229 0.196 1.903
C 2.358 1.070 2.419
C 3.780 0.512 2.217
C 4.089 -0.081 0.840
C 4.719 0.912 -0.165
C 5.980 0.327 -0.800
C 5.668 -0.703 -1.881
N -2.266 3.051 -0.483
C -3.437 2.933 -0.682
S -4.886 3.069 -1.362
H 3.493 -4.202 -1.173
H 3.292 -2.452 -1.250
H 4.811 -3.138 -0.652
H 3.349 -4.193 1.243
H 3.740 -2.492 1.290
H 1.572 -1.866 0.355
H 1.507 -2.661 1.910
H -0.282 -3.658 0.859
H 1.004 -4.833 0.759
H 1.315 -4.541 -1.571
H -0.408 -4.618 -1.282
H 1.282 -2.371 -2.234
H -0.013 -1.883 -1.199
H -0.012 -2.733 -3.988
H -1.170 -3.718 -3.126
H -1.120 -0.745 -3.568
H -2.363 -1.922 -3.987
H -3.419 -1.835 -2.071
H -2.006 -1.776 -1.053
H -3.296 0.548 -2.558
H -3.476 0.146 -0.858
H -0.005 0.059 -1.800
H 0.040 2.088 -3.712
H -1.527 1.387 -4.032
H -2.639 3.573 -3.297
H -1.661 3.623 -4.731
H -0.699 4.680 -2.061
H 0.243 4.541 -3.533
H -1.187 5.609 -3.460
H -0.750 -0.683 0.623
H -2.075 0.330 1.139
H -0.009 2.009 1.852
H -0.623 0.687 2.852
H 1.106 -0.649 2.575
H 1.384 -0.133 0.881
H 2.214 1.164 3.498
H 2.304 2.083 2.033
H 4.022 -0.200 3.004
H 4.470 1.345 2.361
H 4.801 -0.892 0.989
H 3.223 -0.537 0.369
H 4.017 1.035 -0.984
H 4.926 1.877 0.286
H 6.607 1.102 -1.242
H 6.589 -0.173 -0.047
H 6.586 -0.923 -2.426
H 4.954 -0.332 -2.612
H 5.330 -1.650 -1.470
C -5.512 3.259 3.120
C -5.836 3.167 4.468
C -5.723 1.954 5.128
C -5.282 0.850 4.421
C -4.958 0.922 3.078
C -5.078 2.139 2.426
N -5.147 -0.434 5.126
O -5.461 -0.470 6.300
O -4.736 -1.385 4.496
H -5.596 4.208 2.606
H -6.174 4.041 5.007
H -5.974 1.875 6.175
H -4.616 0.048 2.544
H -4.831 2.220 1.377

16
Properties=species:S:1:pos:R:3 method="wB97M-V/def2-TZVPD" smiles="C=CC=C.NC=O" gap_ev=9.91 total_energy_ha=-325.86451 homo_energy_ev=-9.3692 de_lowest_kj_mol=191.8
N 1.383 -1.392 -0.827
C 0.285 -1.577 -1.564
O -0.030 -2.554 -2.187
H 2.074 -2.119 -0.775
H 1.456 -0.538 -0.239
H -0.426 -0.679 -1.388
C -1.127 0.725 0.366
C 0.222 0.935 0.905
C -2.008 -0.075 0.972
C 1.061 1.863 0.441
H -1.473 1.481 -0.328
H 0.482 0.346 1.778
H -3.047 -0.100 0.686
H 2.054 1.992 0.844
H 0.794 2.499 -0.388
H -1.699 -0.806 1.702

30
Properties=species:S:1:pos:R:3 method="wB97M-V/def2-TZVPD" smiles=OC1CCCC1.CCCC gap_ev=11.16 total_energy_ha=-430.14983 homo_energy_ev=-10.2819 de_lowest_kj_mol=9.6
C -0.144 -1.259 0.915
C -0.617 0.794 4.204
C 0.183 -0.670 2.287
C -0.944 0.205 2.832
H 0.686 -1.885 0.548
H -0.321 -0.448 0.189
H -1.053 -1.880 0.977
H 0.292 1.415 4.142
H -0.440 -0.017 4.931
H -1.447 1.420 4.571
H 0.374 -1.491 3.005
H 1.105 -0.062 2.217
H -1.135 1.026 2.115
H -1.866 -0.403 2.902
O 3.216 2.415 2.720
C 3.163 1.917 -0.187
C 1.938 2.821 0.126
C 4.349 2.564 0.555
C 2.466 3.928 1.060
C 3.696 3.316 1.712
H 3.986 1.914 3.062
H 2.987 0.894 0.198
H 3.359 1.839 -1.273
H 1.153 2.234 0.639
H 1.493 3.247 -0.794
H 5.103 1.829 0.898
H 4.865 3.298 -0.094
H 1.727 4.261 1.814
H 2.779 4.818 0.481
H 4.365 4.075 2.166

86
Properties=species:S:1:pos:R:3 method="wB97M-V/def2-TZVPD" smiles="O=C1C=C(S)C(=O)c2cc(PP(=O)(O)O)c(F)cc21.CCCC#N.CCCC#N.CCCC#N.CCCC#N.CCCC#N" gap_ev=8.14 total_energy_ha=-2999.11240 homo_energy_ev=-9.2705
O 3.279 1.716 3.387
C 3.326 1.078 2.366
C 4.639 0.660 1.732
C 4.700 0.646 0.413
S 6.189 0.129 -0.448
C 3.492 1.066 -0.409
O 3.575 1.714 -1.423
C 2.170 0.642 0.191
C 1.130 0.251 -0.600
C -0.039 -0.145 0.031
P -1.426 -0.705 -1.035
P -0.965 -2.801 -1.411
O -2.138 -3.669 -1.368
O -0.130 -2.959 -2.795
O 0.080 -3.327 -0.256
C -0.102 -0.102 1.399
F -1.241 -0.484 1.987
C 0.933 0.297 2.200
C 2.101 0.656 1.578
H 5.471 0.391 2.375
H 5.675 -0.898 -1.167
H 1.202 0.236 -1.683
H -2.598 -0.714 -0.246
H 0.762 -3.252 -2.567
H 0.837 -2.721 -0.243
H 0.848 0.336 3.292
C -2.604 3.707 4.975
C -3.112 2.572 4.094
C -2.769 1.185 4.650
C -1.312 1.027 4.751
N -0.169 0.912 4.822
H -1.515 3.701 5.048
H -2.896 4.671 4.558
H -3.017 3.636 5.984
H -2.690 2.682 3.092
H -4.196 2.652 3.995
H -3.163 0.408 3.995
H -3.209 1.048 5.639
C -2.259 -4.298 -7.543
C -2.201 -5.277 -6.376
C -1.351 -4.763 -5.209
C 0.037 -4.545 -5.658
N 1.119 -4.384 -6.013
H -1.269 -4.129 -7.973
H -2.896 -4.688 -8.337
H -2.665 -3.334 -7.227
H -1.803 -6.231 -6.729
H -3.214 -5.466 -6.017
H -1.349 -5.486 -4.393
H -1.754 -3.825 -4.825
C 0.407 0.402 -8.385
C 1.186 -0.351 -7.313
C 0.291 -0.888 -6.192
C -0.398 0.223 -5.516
N -0.931 1.096 -4.988
H -0.085 1.286 -7.976
H 1.077 0.740 -9.176
H -0.356 -0.236 -8.837
H 1.945 0.312 -6.891
H 1.712 -1.189 -7.774
H 0.889 -1.431 -5.460
H -0.452 -1.576 -6.598
C 3.346 5.301 0.746
C 2.700 5.397 -0.632
C 1.269 5.942 -0.584
C 0.413 5.060 0.226
N -0.250 4.362 0.859
H 2.806 4.609 1.395
H 4.370 4.936 0.661
H 3.375 6.277 1.236
H 2.699 4.408 -1.095
H 3.306 6.047 -1.266
H 0.854 6.004 -1.590
H 1.254 6.943 -0.150
C -1.801 -3.052 9.259
C -1.191 -2.219 8.136
C -1.858 -0.848 7.981
C -3.285 -1.013 7.661
N -4.401 -1.146 7.410
H -2.852 -3.275 9.066
H -1.279 -4.004 9.353
H -1.731 -2.531 10.216
H -1.268 -2.773 7.199
H -0.128 -2.073 8.337
H -1.379 -0.287 7.177
H -1.763 -0.270 8.901

126
Properties=species:S:1:pos:R:3 method="wB97M-V/def2-TZVPD" gap_ev="9.13 / 7.07" total_energy_ha=-7571.99789 multiplicity=3 homo_energy_ev="-10.3690 / -10.3690" de_lowest_kj_mol=751.8
Pt 1.402 2.882 1.208
B 0.760 3.785 3.672
F 1.491 4.863 4.022
F -0.065 3.501 4.685
F 0.121 3.974 2.538
F 1.597 2.735 3.487
C 2.158 -0.691 2.738
F 2.711 -1.946 2.777
F 1.091 -0.519 3.516
F 3.147 0.229 3.032
S 1.549 -0.497 0.913
O 2.747 -0.221 0.102
O 0.921 -1.738 0.557
N 0.618 1.015 1.100
S -0.849 0.565 0.992
O -1.274 -0.545 1.851
O -1.694 1.726 1.210
C -1.136 0.091 -0.797
F -2.004 0.929 -1.327
F 0.023 0.300 -1.464
F -1.600 -1.143 -0.923
O 5.458 -4.529 1.856
S 6.195 -3.328 1.587
O 7.547 -3.386 0.991
O 5.226 -2.415 0.527
C 5.799 -1.319 -0.183
C 5.963 -0.063 0.723
C 6.240 -2.248 3.149
H 5.162 -1.194 -1.058
H 6.802 -1.483 -0.579
H 6.790 -0.143 1.429
H 5.067 0.206 1.283
H 6.243 0.749 0.052
H 5.760 -2.783 3.968
H 5.815 -1.267 2.934
H 7.264 -2.224 3.522
O -0.057 3.847 -0.151
S -1.216 4.544 -0.742
O -1.007 5.766 -1.559
O -2.132 3.472 -1.646
C -3.028 4.017 -2.644
C -2.356 4.045 -4.014
C -2.433 4.802 0.628
H -3.413 5.013 -2.423
H -3.948 3.436 -2.709
H -2.279 2.997 -4.303
H -1.439 4.633 -3.975
H -3.012 4.453 -4.782
H -1.848 5.265 1.423
H -2.707 3.797 0.946
H -3.162 5.535 0.281
O -3.838 -1.606 0.749
S -4.746 -1.269 1.844
O -4.279 -0.705 3.122
O -5.885 -0.283 1.065
C -5.383 0.946 0.585
C -6.660 1.755 0.029
C -5.860 -2.737 2.221
H -4.588 0.909 -0.160
H -4.973 1.483 1.440
H -6.896 1.562 -1.018
H -6.426 2.816 0.112
H -7.439 1.643 0.783
H -5.428 -3.317 3.036
H -6.055 -3.332 1.328
H -6.834 -2.381 2.556
O -6.333 0.832 -3.564
S -5.643 1.000 -4.848
O -4.934 2.215 -5.081
O -4.530 -0.268 -5.016
C -3.243 -0.177 -4.462
C -2.635 -1.521 -4.683
C -6.755 0.661 -6.261
H -3.342 0.057 -3.402
H -2.538 0.564 -4.841
H -3.255 -2.319 -4.275
H -1.685 -1.641 -4.162
H -2.333 -1.734 -5.708
H -7.187 -0.321 -6.067
H -6.121 0.583 -7.145
H -7.534 1.423 -6.272
O 5.046 4.619 3.158
S 4.860 3.216 2.747
O 3.697 2.718 1.903
O 6.178 2.716 2.030
C 7.426 3.371 2.317
C 7.702 4.450 1.285
C 5.178 2.170 4.310
H 8.138 2.546 2.283
H 7.446 3.803 3.318
H 8.772 4.654 1.276
H 7.092 5.340 1.443
H 7.352 4.163 0.294
H 4.190 2.134 4.768
H 6.054 2.525 4.853
H 5.373 1.196 3.861
O -0.911 -6.103 2.743
S -1.734 -4.869 2.842
O -3.134 -4.892 3.266
O -0.832 -3.875 3.849
C -1.572 -2.672 4.254
C -2.095 -2.716 5.722
C -1.476 -3.906 1.200
H -2.410 -2.464 3.588
H -0.991 -1.755 4.152
H -2.239 -3.752 6.029
H -3.028 -2.168 5.847
H -1.411 -2.292 6.458
H -0.441 -4.074 0.904
H -1.737 -2.881 1.463
H -2.229 -4.379 0.569
O -1.549 -4.180 -5.224
S -0.060 -3.935 -5.165
O 0.565 -3.130 -6.187
O 0.262 -3.146 -3.727
C 1.027 -1.933 -3.665
C 2.351 -2.244 -2.980
C 0.790 -5.506 -4.953
H 0.418 -1.110 -3.291
H 1.273 -1.592 -4.670
H 3.103 -1.501 -3.246
H 2.710 -3.229 -3.279
H 2.242 -2.196 -1.896
H 1.855 -5.300 -5.058
H 0.546 -6.224 -5.736
H 0.558 -5.925 -3.974

9
Properties=species:S:1:pos:R:3 method="wB97M-V/def2-TZVPD" gap_ev=7.46 total_energy_ha=-736.44790 charge=-2 homo_energy_ev=-0.3902 de_lowest_kj_mol=120.6
C -0.983 1.314 -0.919
N 0.169 0.885 -0.344
O 2.339 -1.642 0.532
O 0.323 -1.168 2.072
O -1.651 2.234 -0.462
O -0.017 -2.497 -0.164
P 0.820 -1.564 0.698
H -1.230 0.933 -1.972
H 0.230 1.506 0.560